# 1
Formula: C44H66AsF6O33
Source: the Open Molecules 2025 dataset
Level of theory: ωB97M-V with the def2-TZVPD basis set

Computed properties:
charge	-1
highest occupied orbital energy	-0.349	Eh

```
150
Properties=species:S:1:pos:R:3:forces:R:3:lowdin_charge:R:1
As 0.29036 0.45584 0.34344 0.2 0.0 -0.3 0.8778
F -1.25768 1.27163 0.11029 0.8 -0.3 0.1 -0.2978
F 0.46466 0.17969 -1.46218 -0.1 0.3 2.0 -0.3355
F 1.88734 -0.30785 0.63555 -1.5 0.5 -0.4 -0.3102
F 0.10427 0.61973 2.14651 0.3 0.1 -1.9 -0.3243
F -0.60501 -1.06875 0.43860 0.9 0.7 0.0 -0.2988
F 1.11374 2.03538 0.13125 -0.7 -1.3 0.5 -0.3111
C 3.44236 -3.80135 5.59153 -0.2 -0.2 0.3 -0.0171
C 4.46198 -4.91091 5.40127 -1.0 0.9 -1.0 -0.3228
C 5.51246 -4.62371 4.31584 -1.9 -0.6 -0.7 -0.1158
O 6.65860 -5.15729 4.87078 1.6 -0.1 -0.1 0.0761
C 6.55643 -5.05216 6.19542 3.3 -1.3 2.3 -0.5470
O 7.52256 -5.15342 6.95258 -2.7 0.5 -1.7 0.1213
O 5.27918 -4.95767 6.54527 0.0 0.1 1.4 0.0983
H 2.75102 -3.61657 4.76934 0.7 0.1 -0.7 0.0922
H 4.06614 -2.95145 5.86843 -0.6 0.4 -0.1 0.0949
H 2.69461 -4.01273 6.35592 0.5 -0.2 0.6 0.0843
H 3.97644 -5.87007 5.22136 0.2 -0.2 0.2 0.1537
H 5.66839 -3.56648 4.10123 -0.3 0.0 -0.1 0.1431
H 5.23495 -5.22634 3.45102 0.3 0.5 -0.4 0.1390
C -0.30043 4.01125 -6.18175 1.1 0.2 0.0 -0.0121
C 0.80368 4.52511 -5.26080 -1.4 -0.5 -0.2 -0.3544
C 2.18015 3.99660 -5.42913 1.0 -0.9 0.7 -0.0805
O 2.97658 5.12584 -5.07326 1.7 -0.5 0.0 0.0859
C 2.30476 6.23441 -5.24445 0.0 3.1 -0.6 -0.5451
O 2.75368 7.38050 -5.22221 -1.3 -3.0 0.1 0.1160
O 1.01696 5.89176 -5.51567 -0.3 1.9 0.1 0.0770
H -0.05282 4.22016 -7.22250 0.1 0.1 0.0 0.0855
H -1.22422 4.53713 -5.94055 -0.1 -0.5 0.1 0.0874
H -0.30217 2.92781 -6.06235 -0.7 0.0 0.1 0.0909
H 0.45367 4.37355 -4.23970 0.1 0.2 0.3 0.1603
H 2.39479 3.66552 -6.44521 0.2 0.1 -0.1 0.1415
H 2.49031 3.25616 -4.69180 -0.4 -0.4 -0.3 0.1476
C -6.96287 -1.01742 -4.45872 0.4 0.5 1.1 -0.0197
C -7.15860 -2.11854 -3.36923 0.5 1.1 -2.4 -0.3286
C -6.61849 -1.82040 -1.98730 0.5 -0.2 -0.9 -0.0752
O -7.75603 -1.99469 -1.16672 1.3 0.4 2.5 0.1017
C -8.84920 -2.22043 -1.82613 -2.7 -0.4 -1.4 -0.5541
O -9.97522 -2.38055 -1.39819 2.2 0.3 -0.5 0.1391
O -8.53898 -2.22432 -3.15951 -1.4 -0.8 0.0 0.0724
H -5.91016 -0.82647 -4.66713 0.2 -0.3 0.1 0.0795
H -7.33313 -0.08359 -4.03569 -0.2 0.1 0.0 0.0819
H -7.45763 -1.14807 -5.42114 -0.2 -0.6 0.3 0.0803
H -6.69600 -3.00839 -3.79617 -0.5 -0.5 0.3 0.1451
H -6.21597 -0.80762 -1.96853 -0.1 0.0 0.6 0.1390
H -5.85260 -2.56097 -1.75692 0.0 0.3 0.5 0.1386
C 8.82097 -0.41213 -0.28843 -0.2 0.8 -0.8 -0.0212
C 8.44020 -1.35870 -1.41553 0.8 -0.6 1.9 -0.3640
C 7.35383 -0.99997 -2.37756 -0.8 1.6 0.1 -0.1004
O 7.92171 -1.13092 -3.69591 0.5 -1.1 1.4 0.0661
C 9.18839 -1.65965 -3.53764 1.3 0.5 -2.3 -0.4622
O 9.86576 -1.99209 -4.50655 -1.6 0.7 3.2 0.1238
O 9.58950 -1.57670 -2.21328 -0.3 -1.0 -2.1 0.0776
H 9.25998 0.48784 -0.71904 -0.4 0.4 -0.1 0.0889
H 9.61992 -0.75687 0.36802 -0.4 -0.6 0.0 0.0864
H 7.89777 -0.18818 0.24603 0.2 0.2 0.3 0.0909
H 8.11047 -2.26031 -0.89931 0.5 -0.6 -0.3 0.1456
H 7.03518 0.02674 -2.19745 0.1 0.3 -0.5 0.1323
H 6.45996 -1.58488 -2.16084 0.1 -0.4 -0.8 0.1363
C 4.58419 3.70348 5.11973 0.3 -0.8 -0.2 -0.0340
C 3.97088 5.02322 4.73038 1.1 -1.2 0.7 -0.2935
C 2.55691 5.13941 5.23407 -0.6 -0.2 -0.7 -0.1239
O 2.54406 6.36347 5.93056 0.3 0.5 0.2 0.0704
C 3.83790 6.78076 6.11072 -0.7 1.3 1.6 -0.5855
O 4.14769 7.67584 6.83685 -0.3 0.1 -0.2 0.1543
O 4.70168 6.04950 5.45703 -0.1 -1.0 -1.6 0.1131
H 4.09095 2.90066 4.57173 -0.1 -0.1 -0.1 0.0936
H 4.47063 3.47728 6.17994 -0.2 0.3 0.1 0.0921
H 5.65065 3.62134 4.90994 0.0 0.3 -0.2 0.0862
H 3.99642 5.14759 3.64780 0.4 0.5 0.1 0.1562
H 2.22297 4.32175 5.87283 0.3 0.0 0.2 0.1346
H 1.90101 5.14450 4.36351 -0.3 0.3 0.2 0.1365
C 0.38099 -5.51409 -9.12770 0.3 -0.7 1.1 -0.0192
C 0.34416 -4.87916 -7.71108 1.2 0.7 -2.2 -0.3152
C -0.67482 -3.73987 -7.65991 1.1 -0.4 0.7 -0.0975
O -1.68120 -4.37594 -6.91785 -2.4 0.6 0.9 0.0665
C -1.29851 -5.49848 -6.29798 -1.7 -2.4 0.4 -0.5206
O -2.00170 -6.25374 -5.61800 2.0 2.7 -1.6 0.1149
O -0.05387 -5.77996 -6.70608 0.3 -0.6 0.5 0.0942
H 0.81415 -4.83893 -9.86570 -0.3 0.2 0.1 0.0856
H -0.60432 -5.88254 -9.41322 -0.1 0.3 -0.2 0.0899
H 1.03789 -6.38343 -9.09885 0.0 -0.1 0.0 0.0808
H 1.35057 -4.52827 -7.48277 0.0 -0.1 0.2 0.1512
H -1.02687 -3.39952 -8.63373 -0.2 -0.3 0.1 0.1355
H -0.28276 -2.88707 -7.10574 -0.2 0.1 0.1 0.1338
C -5.11810 0.57864 5.71278 0.2 -0.3 1.2 -0.0054
C -4.35861 -0.33428 6.75019 -1.8 1.1 -0.9 -0.2652
C -3.29948 0.35358 7.57113 0.5 1.0 -1.1 -0.1225
O -3.63276 0.07631 8.90266 1.2 -0.5 1.2 0.0779
C -4.80818 -0.57150 8.97904 0.2 0.1 1.2 -0.6026
O -5.32938 -0.95200 9.98499 0.3 0.2 -0.2 0.1563
O -5.30386 -0.66643 7.77962 -1.6 -1.0 -1.8 0.0918
H -6.02593 0.11202 5.33041 0.4 -0.5 -0.3 0.0798
H -4.47615 0.96775 4.92247 0.0 -0.3 0.0 0.0851
H -5.53100 1.43225 6.25033 0.3 0.2 0.2 0.0805
H -4.01643 -1.26761 6.30310 0.0 0.1 0.0 0.1521
H -3.30290 1.44139 7.50212 -0.1 0.0 -0.4 0.1358
H -2.34292 -0.00613 7.19204 0.4 -0.1 0.9 0.1365
C 2.05234 -6.79752 -1.16986 0.1 0.8 -0.8 -0.0131
C 3.16636 -7.72946 -1.62807 0.4 1.4 1.7 -0.3131
C 2.86253 -8.88545 -2.50697 0.0 -0.2 -0.5 -0.0908
O 3.76791 -8.68953 -3.61088 0.0 -0.8 -0.5 0.0559
C 4.56319 -7.58814 -3.45871 2.1 -0.6 -2.9 -0.5085
O 5.46472 -7.27671 -4.27773 -3.6 -0.9 3.4 0.0921
O 4.20858 -7.01254 -2.33152 0.3 1.5 0.6 0.0969
H 1.14261 -7.31136 -0.85929 0.2 -0.2 0.1 0.0886
H 1.77379 -6.11221 -1.97040 -0.1 -0.2 -0.3 0.0915
H 2.38805 -6.11942 -0.38527 0.1 -0.3 0.2 0.0851
H 3.65240 -8.05850 -0.70960 0.1 -0.3 -0.1 0.1468
H 1.82688 -8.95513 -2.83964 0.1 0.3 -0.4 0.1365
H 3.05637 -9.77874 -1.91320 0.4 -0.4 -0.7 0.1323
C -6.60262 -7.35353 1.77293 0.6 0.1 0.2 -0.0114
C -5.49644 -7.65919 2.82771 -0.3 0.6 -1.6 -0.3038
C -4.49631 -6.52132 3.06536 0.8 -0.9 -1.5 -0.1003
O -4.49628 -6.30429 4.45752 -0.6 0.4 0.5 0.0922
C -5.46662 -7.07494 4.98677 -1.4 0.4 5.0 -0.5529
O -5.82362 -7.16432 6.17348 1.9 0.8 -3.2 0.1085
O -6.10771 -7.73612 4.07632 -1.4 -1.7 -0.6 0.1000
H -7.22072 -6.51914 2.10435 -0.2 -0.2 0.4 0.0911
H -7.21323 -8.23358 1.57098 0.0 0.1 0.2 0.0809
H -6.24599 -6.98651 0.81054 0.6 -0.3 0.0 0.0795
H -4.96869 -8.58853 2.61343 -0.2 -0.2 0.0 0.1500
H -4.79825 -5.72713 2.38258 0.2 0.8 0.8 0.1321
H -3.47940 -6.83490 2.82941 0.0 0.2 -0.3 0.1340
C 1.70982 10.07657 0.31614 0.1 1.2 0.1 0.0054
C 2.73399 11.26572 0.36488 -0.6 -2.3 -1.4 -0.3381
C 2.28605 12.60322 0.80580 -1.7 0.6 -0.6 -0.1388
O 3.21949 13.01002 1.75867 0.7 0.4 1.1 0.0845
C 4.04957 11.97655 2.05371 3.0 0.5 1.6 -0.5038
O 5.01881 12.00410 2.82062 -3.3 0.1 -2.1 0.1226
O 3.71823 10.94150 1.28777 1.4 -1.2 0.9 0.0979
H 2.10618 9.06352 0.24733 0.7 0.4 -0.2 0.0832
H 1.03130 10.21609 -0.52543 -0.1 0.0 0.1 0.0799
H 1.15211 10.08487 1.25262 -0.2 0.2 0.0 0.0820
H 3.18036 11.47891 -0.60641 0.4 -0.9 -0.2 0.1504
H 1.27097 12.57499 1.20191 0.0 0.3 0.3 0.1375
H 2.32978 13.22465 -0.08863 -0.2 0.6 0.5 0.1372
C -6.26052 6.61682 -2.93510 1.1 -0.5 1.0 -0.0116
C -6.15905 5.42684 -1.93941 -0.2 1.3 -1.2 -0.3338
C -5.87862 5.70745 -0.46397 -0.8 0.3 -0.8 -0.0760
O -6.79536 4.80396 0.18100 0.3 -0.5 -0.1 0.0564
C -7.74193 4.38611 -0.71216 -0.5 -0.4 0.4 -0.5233
O -8.68703 3.69686 -0.43177 1.2 1.0 -0.5 0.1535
O -7.45083 4.89508 -1.93831 -1.6 -1.3 0.8 0.0597
H -7.02958 7.33182 -2.64281 -0.1 -0.2 0.2 0.0861
H -6.46972 6.25054 -3.94017 0.1 0.0 0.1 0.0828
H -5.30132 7.13226 -2.88666 0.1 0.2 -0.4 0.0799
H -5.50492 4.63536 -2.30515 0.3 0.2 -0.1 0.1541
H -6.21040 6.70281 -0.16856 0.3 0.2 -0.1 0.1338
H -4.81842 5.54644 -0.26865 -0.3 -0.3 0.6 0.1383
```
Positions in Å, forces in eV/Å.

***

# 2
Formula: C5H7Cl
Source: the Open Molecules 2025 dataset
Level of theory: ωB97M-V with the def2-TZVPD basis set

Computed properties:
highest occupied orbital energy (spin up / spin down)	-0.296 / -0.313	Eh

```
13
Properties=species:S:1:pos:R:3:forces:R:3:nbo_charge:R:1
C -0.35219 -0.05378 -0.92645 0.9 -0.2 -0.1 -0.0597
C -0.10979 0.66180 -2.01130 -0.3 0.9 -1.1 -0.3993
C -1.32924 -0.64806 0.06639 -1.2 -1.0 -2.3 -0.4443
C 0.10603 -0.98904 0.00507 1.6 1.7 1.8 -0.0176
C 1.01532 0.57156 1.69310 0.8 -2.6 -0.6 -0.5159
Cl 1.22556 -2.28486 0.11320 -0.6 0.0 -0.3 0.0497
H 0.76464 0.77615 -2.66597 0.3 -0.8 1.0 0.2135
H -0.85618 1.30154 -2.45250 -0.7 0.0 0.3 0.1944
H -1.68329 -0.11063 0.89620 -0.4 0.7 1.0 0.2210
H -2.14546 -1.23412 -0.48337 1.3 0.4 1.0 0.2190
H 1.13684 1.57308 1.36915 0.1 0.6 -0.7 0.1812
H 1.93487 -0.00913 1.94303 -0.7 0.6 -0.6 0.1885
H 0.29289 0.44548 2.45344 -1.0 -0.2 0.6 0.1695
```
Positions in Å, forces in eV/Å.

***

# 3
Formula: C36H37GeN9O2SSeTi
Source: the Open Molecules 2025 dataset
Level of theory: ωB97M-V with the def2-TZVPD basis set

Computed properties:
charge	+2
highest occupied orbital energy	-0.457	Eh

```
88
Properties=species:S:1:pos:R:3:forces:R:3:lowdin_charge:R:1
Ti 0.43277 -0.81170 0.59034 0.1 -0.1 -0.4 1.0030
N 4.85962 -0.77860 0.58559 0.0 0.0 0.0 0.0796
C 3.74877 -0.86744 -0.14241 0.0 0.0 0.0 -0.0823
N 2.70924 -0.85317 0.67510 -0.2 0.0 0.0 0.0542
C 3.27389 -0.74529 1.91215 0.0 0.0 0.0 -0.2946
N 4.57903 -0.70009 1.89936 0.0 0.0 0.0 0.1774
C 2.39911 -0.68213 3.07873 0.0 0.0 0.0 -0.1805
C 2.84558 -0.62329 4.39290 0.0 0.0 0.0 -0.0207
N 1.99304 -0.54260 5.40386 0.0 0.0 0.0 0.1352
C 0.69731 -0.52417 5.11035 0.0 0.0 0.0 -0.0551
C 0.23644 -0.59305 3.80293 0.0 0.0 0.0 -0.0624
N 1.09322 -0.67364 2.78301 -0.1 0.0 0.1 0.0294
H 5.82019 -0.76910 0.27259 0.0 0.0 0.0 0.1835
H 3.73143 -0.94533 -1.21752 0.0 0.0 0.0 0.1413
H 3.90529 -0.63831 4.61619 0.0 0.0 0.0 0.1364
H 0.00099 -0.45125 5.93599 0.0 0.0 0.0 0.1287
H -0.81836 -0.56922 3.56436 0.0 0.0 0.0 0.1212
C -5.34899 4.64596 2.23317 0.0 0.0 0.0 -0.0547
O -4.89479 4.01732 1.03841 0.0 0.0 0.0 -0.0974
C -3.82733 4.55784 0.40577 0.0 0.0 0.0 -0.2853
C -3.05941 5.60470 0.90812 0.0 0.0 0.0 0.0025
C -1.98182 6.07594 0.17012 0.0 0.0 0.0 -0.0152
C -1.62703 5.47509 -1.02682 0.0 0.0 0.0 -0.2755
C -2.42460 4.45628 -1.54945 0.0 0.0 0.0 -0.0149
C -3.51887 4.00840 -0.84099 0.0 0.0 0.0 0.0024
N -0.48930 6.01974 -1.71108 0.0 0.0 0.0 0.1022
N 0.39594 5.28460 -2.16481 0.0 0.0 0.0 0.0952
C 0.37512 3.87235 -1.92283 0.0 -0.1 0.0 -0.2181
C 0.20660 2.99374 -2.95791 0.0 0.0 0.0 -0.0001
C 0.17321 1.60049 -2.73870 0.0 0.0 0.0 0.0479
C 0.36273 1.12038 -1.47544 0.0 0.0 0.0 -0.2863
O 0.32130 -0.18556 -1.12386 -0.1 0.0 0.0 -0.2553
C 0.63133 2.00049 -0.41366 0.0 0.0 0.0 -0.1621
N 0.81812 1.40373 0.80270 0.0 0.0 0.0 0.0510
C 1.03717 2.19606 1.83601 0.0 0.0 0.0 -0.0730
C 1.10913 3.59130 1.73107 0.0 0.0 0.0 0.0015
C 0.91397 4.19239 0.51581 0.0 0.0 0.0 0.0480
C 0.64665 3.38862 -0.61050 0.0 0.0 0.0 -0.0779
H -6.23769 4.10276 2.53804 0.0 0.0 0.0 0.0978
H -5.60752 5.68982 2.04919 0.0 0.0 0.0 0.1038
H -4.59480 4.58487 3.02088 0.0 0.0 0.0 0.0959
H -3.30520 6.07852 1.84663 0.0 0.0 0.0 0.1105
H -1.40402 6.91956 0.52710 0.0 0.0 0.0 0.1239
H -2.21849 4.04482 -2.52679 0.0 0.0 0.0 0.1166
H -4.16998 3.24642 -1.24953 0.0 0.0 0.0 0.1286
H 0.04545 3.38314 -3.95480 0.0 0.0 0.0 0.1329
H -0.01633 0.92018 -3.55833 0.0 0.0 0.0 0.1307
H 1.16475 1.73354 2.80453 0.0 0.0 0.0 0.1105
H 1.31183 4.17359 2.61821 0.0 0.0 0.0 0.1227
H 0.96828 5.26836 0.41618 0.0 0.0 0.0 0.1289
S -3.98366 -0.75556 1.54391 0.0 0.0 0.0 1.1178
C -3.59257 0.83113 1.04778 0.0 0.0 0.0 -0.3611
C -2.26013 0.98728 0.80294 0.0 0.0 0.0 -0.1566
C -1.51038 -0.20563 1.02395 0.1 0.1 0.1 -0.2388
C -2.33864 -1.22679 1.43219 -0.1 -0.1 0.1 -0.5315
C -1.79620 -2.52007 1.81311 0.0 0.0 0.0 -0.2975
C -2.50621 -3.56610 2.39012 0.0 0.0 0.0 0.0132
C -1.82837 -4.70911 2.77190 0.0 0.0 0.0 -0.0059
C -0.45239 -4.78535 2.58169 0.0 0.0 0.0 -0.0178
C 0.18481 -3.71712 1.98875 0.0 0.0 0.0 -0.1575
N -0.46739 -2.61282 1.59708 0.0 0.0 0.0 -0.0550
H -4.36787 1.57935 0.96598 0.0 0.0 0.0 0.0677
H -1.85090 1.93379 0.47703 0.0 0.0 0.0 0.0969
H -3.57258 -3.47254 2.54482 0.0 0.0 0.0 0.1204
H -2.36412 -5.53320 3.22380 0.0 0.0 0.0 0.1293
H 0.11318 -5.65582 2.87969 0.0 0.0 0.0 0.1234
H 1.25268 -3.73982 1.80516 0.0 0.0 0.0 0.1056
C 1.22974 -5.37591 -3.90685 0.0 0.0 0.0 -0.2140
Ge 2.33947 -3.77739 -3.85466 0.0 0.0 0.0 0.7527
C 2.63548 -3.01422 -5.61823 0.0 0.0 0.0 -0.2074
C 4.01167 -4.08715 -2.89395 0.0 0.0 0.0 -0.2164
C 1.37743 -2.39951 -2.78036 0.0 0.0 0.0 -0.5474
Se 0.85220 -3.07387 -1.03420 0.1 0.1 0.1 0.9759
C -1.00783 -3.45930 -1.44549 0.0 0.0 -0.1 -0.2939
H 1.74457 -6.16386 -4.45614 0.0 0.0 0.0 0.0321
H 0.28559 -5.17893 -4.41572 0.0 0.0 0.0 0.0281
H 1.02266 -5.75081 -2.90352 0.0 0.0 0.0 0.0157
H 3.18429 -3.71872 -6.24279 0.0 0.0 0.0 0.0310
H 3.21522 -2.09314 -5.55818 0.0 0.0 0.0 0.0244
H 1.68672 -2.79682 -6.10857 0.0 0.0 0.0 0.0273
H 4.58428 -4.88404 -3.36762 0.0 0.0 0.0 0.0307
H 3.82138 -4.38353 -1.86092 0.0 0.0 0.0 0.0111
H 4.63282 -3.18912 -2.90039 0.0 0.0 0.0 0.0157
H 0.46278 -2.04980 -3.25934 0.0 0.0 0.0 0.0332
H 2.00204 -1.52010 -2.61647 0.0 0.0 0.0 0.0041
H -1.02424 -4.08695 -2.33278 0.0 0.0 0.0 0.0350
H -1.53557 -2.52414 -1.62300 0.0 0.0 0.0 0.0462
H -1.44298 -4.00134 -0.61069 0.0 0.0 0.0 0.0313
```
Positions in Å, forces in eV/Å.

***

# 4
Formula: C4H6O2
Source: the Open Molecules 2025 dataset
Level of theory: ωB97M-V with the def2-TZVPD basis set

Computed properties:
structure (SMILES)	C1O[C@H]1[C@H]1CO1
highest occupied orbital energy	-0.380	Eh

```
12
Properties=species:S:1:pos:R:3:forces:R:3:nbo_charge:R:1
C -1.29099 -0.81197 1.00173 0.2 -0.3 -0.3 -0.1043
O -1.32130 0.42486 1.69103 0.8 0.5 -0.1 -0.4815
C -0.75741 0.39984 0.36388 -0.2 0.1 -0.2 0.0377
C 0.58310 0.77707 -0.29788 -0.3 0.0 0.2 0.0250
C 1.62279 -0.11803 -0.84402 0.2 -0.2 0.2 -0.1029
O 0.46546 0.17855 -1.59411 0.0 0.1 -0.3 -0.4895
H -0.69561 -1.56839 1.51268 0.2 0.2 -0.4 0.1859
H -2.22621 -1.19461 0.58850 0.0 0.2 0.3 0.1789
H -1.46201 0.88775 -0.30500 -0.2 -0.2 -0.1 0.1842
H 0.81849 1.84842 -0.33978 -0.3 -0.3 0.2 0.1928
H 1.75046 -1.12526 -0.45558 -0.3 0.0 -0.1 0.1850
H 2.51323 0.30178 -1.32145 0.0 0.0 0.6 0.1887
```
Positions in Å, forces in eV/Å.

***

Q: Which formula does entry 2 have?
A: C5H7Cl